C4H5LiO5Yb | the ωB97M-V functional and the def2-TZVPD basis

XYZ file:
```
16
Properties=species:S:1:pos:R:3:forces:R:3
O 2.772917 -1.277428 -0.293880 1.73 0.77 1.04
C 2.072948 -0.219277 -0.106577 -2.98 -0.91 -1.61
O 2.603955 0.764750 0.450453 1.90 0.25 0.65
O 0.841002 -0.240013 -0.543262 2.65 0.11 0.47
C -1.268392 0.626771 -0.534329 -2.48 -0.05 -3.50
C 0.139827 1.055222 -0.706578 0.23 0.06 2.10
Yb 4.878211 -0.343103 0.691829 -0.94 0.26 -0.14
H -1.929022 1.495780 -0.456675 0.08 -0.14 -0.23
H -1.403215 0.104099 -1.538472 -0.93 0.30 1.47
H 0.424148 1.779144 0.065236 0.53 -0.19 -0.16
H 0.351109 1.404974 -1.723556 -0.37 0.09 0.26
Li 2.189248 -2.792649 -1.223617 -0.43 -0.95 -0.58
O -1.684891 -0.335825 0.505769 2.17 -0.01 -0.27
C -2.798815 -0.277116 1.037928 -1.18 0.35 0.88
O -3.178363 -1.011993 1.972631 0.59 0.19 -0.50
H -4.010663 -0.733337 2.403098 -0.58 -0.12 0.14
```
Forces are in eV/Å.

As for the frontier orbital gap (alpha / beta): 7.0 / 4.4 eV. The value obtained for the energy relative to the best compared isomer or geometry (same formula, charge and spin) is 1.805 eV. Its total charge is +4. The spin multiplicity is 3.

C2BrClF2 | the ωB97M-V functional and the def2-TZVPD basis

XYZ file:
```
6
Properties=species:S:1:pos:R:3:forces:R:3
C -0.501304 0.292474 -0.114521 3.14 -1.25 -2.36
C 1.047519 -0.441598 0.115885 -2.92 1.27 0.36
F -0.624994 1.584910 0.070169 0.05 -0.03 0.97
F -1.598498 -0.405400 0.038195 0.05 -0.12 1.04
Cl 1.107968 -2.117934 0.019361 -0.03 0.27 -0.01
Br 2.543259 0.631491 0.078852 -0.29 -0.13 0.00
```
Forces are in eV/Å.

As for the frontier orbital gap (alpha / beta): 7.7 / 10.1 eV. The spin multiplicity is 3.

C3H5NO2 | the ωB97M-V functional and the def2-TZVPD basis

XYZ file:
```
11
Properties=species:S:1:pos:R:3:forces:R:3
N -0.132487 0.398022 -1.610097 0.05 -0.05 -0.16
C 0.106890 0.141411 -0.244784 -0.81 0.61 0.36
C -0.004991 1.011619 0.974334 -0.26 0.76 0.11
O -0.284294 -0.215087 1.781318 0.06 0.06 0.20
C -0.159945 -0.865969 0.617153 0.24 0.80 -0.32
O 0.138321 -2.150419 0.433757 0.86 0.52 -0.53
H -1.028905 0.038103 -1.915249 0.13 0.08 -0.02
H 0.582907 0.114101 -2.264449 0.07 0.04 0.14
H 0.839299 -1.664259 -0.132726 -0.05 -3.04 0.00
H 0.909177 1.452163 1.381946 -0.19 0.01 -0.09
H -0.850535 1.688572 0.977780 -0.11 0.22 0.31
```
Forces are in eV/Å.

As for the frontier orbital gap: 9.0 eV. The value obtained for the energy relative to the best compared isomer or geometry (same formula, charge and spin) is 4.065 eV.

Repeat the first record exactly.
C4H5LiO5Yb | the ωB97M-V functional and the def2-TZVPD basis

XYZ file:
```
16
Properties=species:S:1:pos:R:3:forces:R:3
O 2.772917 -1.277428 -0.293880 1.73 0.77 1.04
C 2.072948 -0.219277 -0.106577 -2.98 -0.91 -1.61
O 2.603955 0.764750 0.450453 1.90 0.25 0.65
O 0.841002 -0.240013 -0.543262 2.65 0.11 0.47
C -1.268392 0.626771 -0.534329 -2.48 -0.05 -3.50
C 0.139827 1.055222 -0.706578 0.23 0.06 2.10
Yb 4.878211 -0.343103 0.691829 -0.94 0.26 -0.14
H -1.929022 1.495780 -0.456675 0.08 -0.14 -0.23
H -1.403215 0.104099 -1.538472 -0.93 0.30 1.47
H 0.424148 1.779144 0.065236 0.53 -0.19 -0.16
H 0.351109 1.404974 -1.723556 -0.37 0.09 0.26
Li 2.189248 -2.792649 -1.223617 -0.43 -0.95 -0.58
O -1.684891 -0.335825 0.505769 2.17 -0.01 -0.27
C -2.798815 -0.277116 1.037928 -1.18 0.35 0.88
O -3.178363 -1.011993 1.972631 0.59 0.19 -0.50
H -4.010663 -0.733337 2.403098 -0.58 -0.12 0.14
```
Forces are in eV/Å.

As for the frontier orbital gap (alpha / beta): 7.0 / 4.4 eV. The value obtained for the energy relative to the best compared isomer or geometry (same formula, charge and spin) is 1.805 eV. Its total charge is +4. The spin multiplicity is 3.

> Number 1 is which compound?

C4H5LiO5Yb